No. 1
The following is a quantum chemistry calculation of 11 unconnected molecules or ions with the total composition C32H68N4O22, from OMol25.

Properties
* SMILES: C[N+](=O)[O-].C[N+](=O)[O-].C[N+](=O)[O-].C[N+](=O)[O-].CCOC(C)=O.CCOC(C)=O.CCOC(C)=O.CCOC(C)=O.CCOC(C)=O.CCOC(C)=O.CCOC(C)=O
* energy relative to the best compared isomer or geometry (same formula, charge and spin): 157.9 kJ/mol
* orbital gap: 9.95 eV
* maximum force: 2.94 eV Å⁻¹

Last column: Mulliken charge in e.
CARTESIAN COORDINATES (ANGSTROEM)
C (-2.2379, -2.4993, -2.5234)  -0.361
N (-0.9034, -3.0163, -2.9463)  0.928
O (-0.0708, -3.0100, -2.0558)  -0.401
O (-0.6335, -3.1825, -4.1107)  -0.548
H (-2.8771, -2.2887, -3.3779)  0.165
H (-2.0397, -1.5150, -2.1053)  -0.003
H (-2.6921, -3.2206, -1.8514)  0.214
C (1.4080, -1.0087, 0.6431)  -0.259
N (0.5317, 0.1553, 0.3601)  0.690
O (1.0954, 1.1494, -0.0359)  -0.584
O (-0.6641, 0.0409, 0.5345)  -0.164
H (1.0512, -1.6765, 1.4238)  0.107
H (2.3346, -0.5134, 0.9098)  0.485
H (1.3852, -1.6409, -0.2432)  -0.359
C (-0.1240, -0.6508, 6.0434)  -0.776
N (-0.4426, -1.0203, 4.6025)  0.862
O (-1.5759, -0.7419, 4.2340)  -0.462
O (0.4686, -1.3732, 3.8852)  -0.504
H (0.4788, 0.2448, 5.9113)  0.248
H (0.4635, -1.4089, 6.5541)  0.286
H (-1.0507, -0.4930, 6.5807)  0.309
C (4.9413, -4.3466, 2.2246)  -0.778
N (3.9438, -3.3041, 2.5200)  0.819
O (2.7993, -3.5906, 2.2308)  -0.421
O (4.2948, -2.2299, 2.9351)  -0.494
H (4.5702, -5.3179, 2.5435)  0.311
H (5.8288, -4.2028, 2.8373)  0.303
H (5.1489, -4.3537, 1.1602)  0.273
O (-6.5216, -0.0218, 1.1092)  -0.588
C (-5.6810, 0.8340, 1.0544)  0.688
O (-4.4255, 0.6023, 0.6985)  0.037
C (-3.9394, -0.7538, 0.7178)  0.647
C (-4.0021, -1.3412, 2.1027)  -1.038
C (-5.9076, 2.2869, 1.3934)  -0.936
H (-2.8972, -0.7023, 0.4026)  -0.617
H (-4.4274, -1.3177, -0.0795)  0.385
H (-5.0254, -1.6830, 2.2935)  0.464
H (-3.7477, -0.7321, 2.9636)  0.264
H (-3.4790, -2.2994, 2.1320)  0.049
H (-6.3338, 2.7753, 0.5156)  0.293
H (-4.9934, 2.7678, 1.7329)  0.058
H (-6.6400, 2.4353, 2.1856)  0.378
O (1.6926, 2.9314, 4.0025)  -0.551
C (0.8092, 3.7379, 4.2497)  0.743
O (-0.3955, 3.6979, 3.6980)  -0.479
C (-0.6550, 2.6829, 2.7458)  0.599
C (-2.1503, 2.6275, 2.4624)  -0.677
C (1.0860, 4.8152, 5.2163)  -1.179
H (-0.4639, 1.6563, 3.0598)  -0.132
H (-0.1945, 2.8901, 1.7785)  -0.038
H (-2.6495, 2.1681, 3.3210)  0.370
H (-2.3267, 1.9329, 1.6401)  -0.090
H (-2.6387, 3.5671, 2.2024)  0.411
H (2.0453, 5.3085, 5.1070)  0.333
H (0.9586, 4.3753, 6.2054)  0.277
H (0.3463, 5.5995, 5.0193)  0.345
O (-1.9934, 6.3779, -1.8133)  -0.588
C (-1.2870, 5.7240, -1.0977)  0.624
O (-1.3060, 4.3681, -1.0461)  -0.128
C (-2.1920, 3.7128, -1.9578)  -0.308
C (-3.0061, 2.6846, -1.1818)  -0.595
C (-0.2571, 6.3550, -0.1878)  -0.683
H (-1.5405, 3.2793, -2.7141)  -0.031
H (-2.9411, 4.3449, -2.4343)  0.422
H (-3.5943, 3.1745, -0.4033)  0.240
H (-2.3261, 1.9552, -0.7387)  -0.210
H (-3.7893, 2.1722, -1.7439)  0.592
H (-0.7464, 6.3659, 0.7890)  0.234
H (-0.0787, 7.3823, -0.4844)  0.354
H (0.6544, 5.7670, -0.2239)  0.040
O (4.1914, 5.3500, 1.7955)  -0.651
C (3.7220, 4.2552, 1.6141)  0.302
O (4.3436, 3.1068, 1.9048)  -0.123
C (5.5540, 3.1941, 2.6359)  -0.331
C (6.3903, 1.9434, 2.3657)  -1.097
C (2.4372, 3.9679, 0.8823)  0.128
H (5.3694, 3.2449, 3.7144)  0.256
H (6.1098, 4.1152, 2.4660)  0.376
H (7.4110, 2.0663, 2.7317)  0.386
H (6.4873, 1.7636, 1.2929)  0.305
H (5.9958, 1.0321, 2.8135)  0.222
H (2.2937, 2.8953, 0.8110)  -0.102
H (2.5535, 4.3213, -0.1428)  0.503
H (1.6634, 4.4881, 1.4413)  -0.187
O (4.7230, -4.4000, -5.0576)  -0.552
C (4.8315, -3.2234, -5.2032)  0.712
O (3.9302, -2.3021, -4.8299)  -0.354
C (2.9553, -2.5211, -3.8231)  -0.147
C (3.4753, -1.9913, -2.4886)  -0.665
C (5.9187, -2.6102, -6.0337)  -1.007
H (2.7410, -3.5733, -3.6087)  0.328
H (2.0068, -2.1380, -4.1931)  0.198
H (2.6827, -2.1392, -1.7569)  -0.171
H (3.7743, -0.9444, -2.5556)  0.350
H (4.3538, -2.5314, -2.1342)  0.425
H (5.9773, -3.2386, -6.9255)  0.296
H (6.9138, -2.8238, -5.6338)  0.296
H (5.8142, -1.5469, -6.2091)  0.282
O (-1.7857, 0.8644, -6.9453)  -0.580
C (-1.8116, -0.0921, -6.2223)  0.567
O (-1.2657, -0.0605, -4.9938)  -0.093
C (-0.5851, 1.0886, -4.5081)  -0.633
C (-0.0216, 0.8177, -3.1267)  -0.230
C (-2.3744, -1.4228, -6.5942)  -0.697
H (-1.2838, 1.9277, -4.5070)  0.389
H (0.2229, 1.3388, -5.2000)  0.351
H (0.5837, -0.0893, -3.1209)  0.210
H (-0.8142, 0.8492, -2.3788)  -0.339
H (0.6653, 1.6339, -2.8941)  0.514
H (-3.1999, -1.3667, -7.2937)  0.355
H (-2.5846, -1.9251, -5.6526)  0.013
H (-1.5657, -1.9438, -7.1123)  0.245
O (-3.3708, -6.2788, 1.7522)  -0.556
C (-3.6470, -5.4333, 0.9515)  0.665
O (-2.8677, -4.4245, 0.5575)  0.059
C (-1.5997, -4.2289, 1.2437)  0.208
C (-0.5712, -5.2420, 0.7952)  -1.380
C (-5.0055, -5.3579, 0.3027)  -1.086
H (-1.8158, -4.2493, 2.3134)  0.437
H (-1.3949, -3.1805, 1.0296)  -0.053
H (-0.7242, -6.2529, 1.1766)  0.410
H (0.4707, -4.9580, 0.9343)  0.238
H (-0.6696, -5.4561, -0.2753)  0.297
H (-5.4629, -4.4366, 0.6779)  0.229
H (-5.6279, -6.2373, 0.4092)  0.350
H (-4.9848, -5.1337, -0.7690)  0.265

***

No. 2
The following is a quantum chemistry calculation of 8 unconnected molecules or ions with the total composition C32H69Br14N2, from OMol25.

Properties
* orbital gap: 9.04 eV
* charge: +1
* maximum force: 2.49 eV Å⁻¹

Last column: Mulliken charge in e.
CARTESIAN COORDINATES (ANGSTROEM)
C (4.7535, -0.8834, 1.3496)  -0.673
C (5.5574, 0.3615, 0.8044)  -0.760
C (4.6238, 1.5997, 0.5964)  -0.250
C (3.7035, 1.3401, -0.6424)  -0.571
C (2.4915, 2.3308, -0.7849)  -0.546
C (2.6971, 3.7225, -0.0905)  -1.053
C (1.9489, 3.8100, 1.3017)  -0.472
C (0.5564, 4.5459, 1.1819)  -0.695
C (-0.4736, 3.6899, 2.0031)  -0.523
C (-1.9669, 4.1263, 1.7836)  -1.150
C (-2.7376, 3.0092, 0.9632)  0.075
C (-3.5360, 2.0317, 1.8645)  -0.631
N (-4.7795, 1.4269, 1.2906)  0.390
C (-5.5636, 0.9297, 2.5024)  -0.825
C (-5.7054, 2.4420, 0.6634)  -0.830
N (-7.0695, 1.9306, 0.4976)  -0.569
C (-4.5659, 0.2096, 0.4495)  -1.072
C (-3.8720, 0.4365, -0.9215)  0.000
C (-4.8385, 0.8983, -2.0918)  -0.312
C (-4.1005, 2.0686, -2.8389)  -1.115
H (3.7393, -0.5708, 1.6735)  0.268
H (4.6897, -1.6334, 0.5342)  0.280
H (5.2698, -1.3389, 2.2293)  0.028
H (6.3810, 0.5998, 1.5044)  0.380
H (6.0001, 0.0629, -0.1670)  0.313
H (4.0149, 1.8182, 1.5003)  0.134
H (5.2783, 2.4609, 0.3539)  0.294
H (3.2974, 0.3107, -0.5400)  0.216
H (4.3274, 1.3987, -1.5559)  0.297
H (1.5733, 1.8502, -0.3925)  0.261
H (2.3534, 2.5234, -1.8684)  0.338
H (3.7528, 4.0356, -0.0224)  0.465
H (2.1827, 4.4702, -0.7374)  0.520
H (1.8539, 2.8022, 1.7554)  0.369
H (2.5982, 4.4270, 1.9607)  0.224
H (0.6199, 5.5520, 1.6576)  0.205
H (0.2879, 4.6082, 0.1102)  0.477
H (-0.3000, 2.6294, 1.7304)  0.486
H (-0.2830, 3.7868, 3.0942)  -0.017
H (-2.0256, 5.0645, 1.1939)  0.480
H (-2.4892, 4.2413, 2.7537)  0.449
H (-3.3012, 3.5218, 0.1635)  0.096
H (-1.9436, 2.4222, 0.4485)  0.199
H (-2.9116, 1.1847, 2.2226)  -0.046
H (-3.8215, 2.5798, 2.7910)  0.549
H (-6.3025, 0.1661, 2.2117)  0.385
H (-6.0505, 1.7594, 3.0401)  0.374
H (-4.8362, 0.4737, 3.2049)  0.357
H (-5.7639, 3.2626, 1.4124)  0.489
H (-5.2949, 2.8503, -0.2790)  0.336
H (-7.0916, 1.0451, -0.0031)  0.271
H (-7.5160, 2.5873, -0.1417)  0.340
H (-5.4983, -0.3620, 0.2628)  0.483
H (-3.9313, -0.4792, 1.0513)  0.511
H (-2.9895, 1.0981, -0.9079)  0.148
H (-3.4957, -0.5563, -1.2483)  0.161
H (-5.8444, 1.1872, -1.7353)  0.226
H (-4.9537, 0.0707, -2.8151)  0.369
H (-3.8461, 2.9166, -2.1730)  0.252
H (-3.1336, 1.6474, -3.1933)  0.223
H (-4.6534, 2.4226, -3.7287)  0.353
Br (-1.5957, -1.2841, -3.3261)  -0.134
C (-2.2606, -0.8629, -5.1112)  0.093
C (-1.1368, -0.5451, -6.0573)  -0.138
Br (-0.4251, 1.2436, -5.7613)  -0.157
H (-2.9704, -0.0471, -4.9992)  0.342
H (-2.7892, -1.7567, -5.4368)  -0.329
H (-1.4958, -0.5395, -7.0852)  -0.148
H (-0.2998, -1.2329, -5.9736)  0.468
Br (2.4016, 3.0719, 5.2544)  -0.141
C (2.6178, 4.8228, 6.0857)  -0.631
C (1.2972, 5.5340, 6.2169)  -0.330
Br (0.7079, 6.2601, 4.5081)  -0.097
H (3.3413, 5.3684, 5.4861)  0.388
H (3.0435, 4.6224, 7.0677)  0.396
H (1.3899, 6.3953, 6.8766)  0.357
H (0.4986, 4.8907, 6.5771)  0.088
Br (7.5206, -3.1959, 3.6899)  -0.132
C (5.9511, -4.3495, 3.6494)  -0.584
C (6.2243, -5.6228, 2.8927)  -0.254
Br (6.2197, -5.3210, 0.9672)  -0.121
H (5.1393, -3.7646, 3.2241)  0.343
H (5.7295, -4.5647, 4.6937)  0.390
H (5.4323, -6.3501, 3.0682)  0.357
H (7.1852, -6.0705, 3.1393)  -0.022
Br (9.8906, -10.3909, 4.2255)  -0.130
C (8.4989, -9.4654, 3.2256)  -0.533
C (9.0859, -8.5049, 2.2242)  -0.599
Br (9.7335, -6.8822, 3.0872)  -0.115
H (7.8552, -8.9805, 3.9550)  0.320
H (7.9407, -10.2518, 2.7195)  0.373
H (8.3222, -8.1684, 1.5229)  0.284
H (9.9219, -8.9226, 1.6701)  0.424
Br (-0.8495, -3.5393, -8.6159)  -0.121
C (-2.2408, -2.5835, -9.5913)  -0.659
C (-1.6578, -1.6574, -10.6283)  -0.645
Br (-0.9316, -0.0441, -9.8113)  -0.126
H (-2.8450, -2.0655, -8.8501)  0.339
H (-2.8407, -3.3595, -10.0652)  0.463
H (-2.4361, -1.3097, -11.3056)  0.374
H (-0.8547, -2.1075, -11.2051)  0.409
Br (-1.9974, 3.2559, 6.5557)  -0.164
C (-1.3331, 1.5707, 7.2715)  -0.585
C (-0.6808, 0.7435, 6.1947)  -0.281
Br (-2.0100, -0.1039, 5.0437)  -0.140
H (-2.1755, 1.0730, 7.7441)  0.422
H (-0.6073, 1.8489, 8.0339)  0.345
H (-0.1169, -0.0791, 6.6316)  0.356
H (-0.0279, 1.3240, 5.5487)  0.037
Br (-5.4858, -2.5931, -6.6345)  -0.160
C (-4.7679, -4.2589, -5.9170)  -0.582
C (-4.1131, -5.0849, -6.9937)  -0.021
Br (-5.4372, -5.9745, -8.1109)  -0.118
H (-5.5909, -4.7703, -5.4253)  0.443
H (-4.0353, -3.9561, -5.1691)  0.280
H (-3.5239, -5.8880, -6.5541)  0.379
H (-3.4821, -4.4989, -7.6567)  -0.231

***

orbital gap of number 2 (C32H69Br14N2)?
9.04 eV